ORCA calculation (ωB97M-V/def2-TZVPD) on C38H94F9LiN13O26S3 as an isolated structure.

The geometry in XYZ format:
```
184
Properties=species:S:1:pos:R:3
S 7.010 -1.168 -0.346
S 1.214 0.333 2.701
S 0.380 -0.305 0.283
F 6.382 -3.693 0.062
F 5.319 -2.796 -1.683
F -0.081 1.160 5.036
F 1.371 -0.467 -2.194
F -1.124 1.676 3.233
F 7.547 -3.446 -1.755
F -0.761 0.200 -2.199
F 0.836 1.500 -1.720
F 0.638 2.861 3.851
O -2.530 7.186 -0.414
O 1.026 -1.608 0.333
O 0.612 -0.914 3.047
O 2.800 9.753 3.361
O -3.342 6.921 8.494
O -1.003 -0.236 0.717
O -9.140 1.093 -5.121
O -6.669 0.919 8.615
O -0.450 7.708 8.087
O 5.051 3.850 -4.870
O 2.584 0.497 3.210
O 3.961 1.907 -8.770
O 8.035 -1.605 0.619
O 7.642 -0.375 -1.410
O 4.404 3.588 -2.032
O 1.507 -8.290 -6.910
O 6.932 -2.482 5.140
O -0.505 4.871 -0.045
O 4.733 4.066 9.303
O 1.441 8.052 1.495
O -1.342 -2.813 9.420
O 2.909 -0.373 -10.392
O 5.879 -0.440 0.240
O 0.998 -7.565 2.587
O 5.880 -2.022 7.776
O 4.778 4.383 2.699
N -4.628 0.397 7.792
N 4.813 5.180 7.363
N -8.366 0.608 -4.117
N 1.983 -5.762 1.853
N 6.725 3.770 3.374
N -5.665 -1.011 9.051
N 0.012 -5.456 2.970
N 0.245 -3.724 8.216
N -1.130 -4.999 9.265
N 6.299 5.835 3.418
N 1.135 0.840 1.016
N 4.315 3.083 7.325
N 0.362 -7.718 -6.396
C -6.134 1.110 -4.991
C -9.924 -1.183 -3.717
C 0.067 1.617 3.786
C 0.434 0.256 -1.611
C 2.053 0.618 -9.742
C -2.054 -7.203 -6.586
C 5.846 -3.308 7.171
C 5.880 4.651 3.050
C -7.730 -1.175 -2.469
C -0.980 6.365 8.344
C -0.740 -7.094 -8.678
C 4.560 4.097 8.082
C -7.178 1.452 -3.878
C 1.663 -6.868 -4.390
C -8.403 -0.870 -3.844
C -7.432 2.996 -3.877
C 5.873 -3.306 5.634
C -1.981 4.769 0.148
C -0.788 -3.777 8.969
C 2.754 1.165 -8.419
C -0.820 -7.811 -7.261
C -1.785 -5.848 -5.894
C -1.107 -9.365 -7.447
C 0.710 -6.525 -5.539
C 0.850 8.323 2.769
C 1.311 -5.387 -6.442
C -2.315 6.343 9.200
C -5.765 0.124 8.413
C 5.718 3.033 -3.876
C -6.465 1.106 -2.483
C 1.367 9.655 3.256
C -0.657 -5.989 -4.847
C 5.720 3.777 -2.580
C -6.385 -0.395 -2.222
C -7.820 -1.765 -5.012
C -2.759 5.855 -0.734
C 0.943 -6.336 2.442
C 6.529 -2.937 -1.019
Li 3.702 1.984 0.736
H -10.113 -2.199 -3.370
H -9.945 1.444 -4.733
H -0.940 -6.610 -3.998
H -1.929 -5.135 9.868
H 4.912 -3.729 7.543
H -0.683 -5.855 3.585
H 6.762 2.934 -4.172
H 7.183 -2.770 4.260
H 6.771 -1.684 7.659
H 2.382 -6.312 1.106
H -6.502 -1.248 9.564
H 4.561 1.299 -9.209
H 1.055 0.216 -9.567
H 1.502 -9.035 -6.304
H -3.897 -0.296 7.729
H 3.099 0.322 -7.821
H 0.615 -4.644 -6.829
H 1.925 -5.791 -7.247
H -6.409 0.793 -5.997
H -10.315 -0.433 -3.030
H 5.583 6.546 3.469
H 4.971 6.012 7.914
H -8.165 -1.630 -6.037
H -7.787 3.457 -2.955
H 2.140 1.625 -7.645
H 6.624 -3.965 7.562
H -2.847 -7.048 -7.319
H -6.073 -0.588 -1.196
H 0.498 7.714 8.238
H -0.434 -4.994 -4.462
H 3.908 3.894 -2.795
H 1.213 -7.598 -3.718
H 4.968 5.038 6.376
H -5.678 -0.802 -2.945
H -4.863 -1.615 8.938
H -0.185 4.007 0.223
H -5.498 1.980 -5.150
H -2.311 5.744 -1.722
H -2.747 -5.469 -5.551
H 5.911 4.823 -2.821
H 4.571 3.091 6.348
H -5.454 1.509 -2.546
H -2.369 3.758 0.023
H 0.936 10.402 2.590
H -6.503 3.518 -4.108
H -6.816 -1.354 -5.118
H -8.459 -1.013 -1.675
H -0.677 -5.772 8.800
H -2.105 4.983 1.210
H -4.543 1.210 7.198
H 1.117 7.498 3.430
H -0.219 -9.762 -7.939
H -1.359 -9.841 -6.500
H 4.062 2.179 7.697
H -1.635 -7.346 -9.246
H 1.994 -4.679 -5.972
H -2.545 5.302 9.431
H -2.255 6.896 10.138
H -1.240 5.992 7.353
H -3.776 5.533 -0.959
H 1.132 7.153 1.361
H -2.987 7.783 8.265
H -7.447 -2.214 -2.304
H 0.597 -4.570 7.792
H -1.932 -9.544 -8.136
H 2.203 -4.795 2.045
H -6.963 1.590 -1.643
H -0.303 5.615 8.753
H 0.181 -4.461 2.925
H -5.467 0.317 -4.651
H -1.484 -5.101 -6.629
H 5.195 2.086 -4.012
H 6.105 -4.333 5.353
H 0.879 9.826 4.215
H -7.732 -2.830 -4.799
H -2.555 -7.892 -5.907
H 0.609 -2.844 7.881
H -0.227 8.166 2.711
H -1.643 7.335 -0.750
H 7.638 4.036 3.712
H 1.982 -6.025 -3.776
H 3.670 0.133 -10.683
H 6.504 3.434 -1.904
H 2.571 -7.326 -4.782
H 3.159 9.469 2.517
H 7.253 6.106 3.611
H -10.534 -1.062 -4.612
H -8.138 3.230 -4.673
H 4.928 -3.007 5.179
H 6.491 2.791 3.456
H 0.144 -7.456 -9.202
H 5.000 3.394 -5.714
H 2.040 1.379 -10.523
H -0.643 -6.008 -8.693
```

The largest force on an atom comes out at 7.6 eV/A. For the HOMO-LUMO gap, the calculation gives 7.81 eV. As for the multiplicity: 1. The net charge is -1. The calculation puts the total energy at -170699.2183 eV.

ORCA calculation (ωB97M-V/def2-TZVPD) on a 13-piece molecular cluster, C38H95N7O13 overall.

The geometry in XYZ format:
```
153
Properties=species:S:1:pos:R:3
O 10.480 -20.192 -10.614
O 6.682 -18.922 -16.362
O 9.330 -21.045 -19.504
O 9.624 -16.127 -16.022
O 7.830 -14.829 -10.532
O 4.450 -18.219 -11.674
O 4.222 -15.261 -14.615
O 5.214 -20.851 -20.469
O 10.832 -17.258 -22.205
O 12.393 -13.616 -16.585
O 9.597 -11.486 -14.920
O 11.487 -20.411 -15.705
O 14.724 -16.126 -13.671
N 9.780 -13.412 -15.886
N 13.030 -21.046 -14.280
N 5.266 -16.739 -10.359
N 12.778 -18.321 -22.213
N 9.236 -18.985 -20.274
N 9.768 -15.541 -9.738
N 6.335 -20.229 -14.663
C 2.826 -15.273 -14.500
C 14.434 -16.137 -12.275
C 8.226 -20.728 -16.147
C 11.155 -21.046 -11.474
C 13.236 -14.417 -17.327
C 17.149 -15.723 -14.068
C 2.332 -16.081 -13.287
C 9.526 -16.978 -14.884
C 14.186 -11.929 -15.934
C 12.622 -16.043 -21.268
C 9.118 -19.993 -10.942
C 12.944 -15.745 -16.825
C 9.864 -19.974 -19.680
C 8.989 -15.633 -18.265
C 13.282 -18.932 -15.430
C 8.671 -14.872 -9.622
C 12.024 -17.302 -21.939
C 5.376 -22.233 -20.488
C 8.633 -18.773 -10.144
C 8.465 -14.174 -8.287
C 4.632 -14.326 -15.664
C 7.972 -13.120 -14.315
C 5.461 -15.121 -16.587
C 5.259 -17.308 -11.545
C 11.299 -19.558 -19.143
C 13.454 -17.242 -11.918
C 12.551 -20.242 -15.171
C 5.586 -18.652 -19.375
C 15.770 -15.206 -14.115
C 6.304 -17.046 -12.617
C 12.820 -12.246 -16.544
C 4.520 -22.807 -21.608
C 7.014 -19.932 -15.728
C 12.479 -21.440 -10.968
C 10.054 -16.316 -13.630
C 9.195 -12.642 -15.081
C 9.105 -16.678 -17.206
C 5.953 -20.164 -19.467
H 12.124 -11.777 -15.849
H 13.136 -18.614 -16.462
H 8.925 -19.949 -12.014
H 9.944 -16.057 -10.589
H 4.486 -17.015 -9.780
H 9.781 -17.502 -17.437
H 6.452 -17.993 -13.136
H 14.035 -15.166 -11.982
H 14.223 -10.843 -15.846
H 12.395 -15.887 -20.213
H 2.756 -15.719 -12.351
H 14.323 -19.059 -15.131
H 6.289 -15.507 -15.993
H 5.995 -20.706 -18.522
H 11.428 -18.479 -19.229
H 12.193 -15.223 -21.843
H 12.868 -18.117 -14.836
H 6.380 -17.907 -19.315
H 5.022 -18.389 -20.270
H 8.482 -17.152 -14.622
H 5.078 -22.671 -19.536
H 9.723 -18.170 -20.619
H 17.489 -15.799 -13.035
H 13.000 -20.484 -11.020
H 12.387 -19.107 -22.712
H 5.059 -13.473 -15.136
H 13.127 -17.113 -10.886
H 12.732 -11.799 -17.534
H 4.652 -22.233 -22.525
H 13.663 -18.364 -21.728
H 2.592 -14.214 -14.390
H 9.943 -16.984 -12.776
H 8.763 -13.129 -8.365
H 9.195 -17.923 -10.533
H 7.203 -16.720 -12.096
H 9.572 -15.354 -13.454
H 10.621 -13.045 -16.309
H 5.996 -14.517 -17.320
H 8.304 -19.249 -20.562
H 14.235 -12.324 -14.919
H 8.056 -12.863 -13.259
H 11.954 -16.064 -17.149
H 8.903 -14.678 -7.426
H 11.381 -19.728 -18.070
H 6.683 -21.049 -14.187
H 12.600 -17.109 -12.581
H 13.822 -18.265 -12.008
H 9.978 -15.316 -18.598
H 2.377 -17.170 -13.260
H 10.492 -15.315 -9.071
H 8.089 -17.027 -17.023
H 17.857 -15.111 -14.628
H 5.018 -15.892 -17.217
H 12.465 -21.705 -9.911
H 3.823 -13.883 -16.245
H 8.752 -18.915 -9.070
H 10.034 -17.930 -15.031
H 13.002 -22.115 -11.646
H 12.513 -21.901 -14.133
H 1.257 -15.904 -13.249
H 15.392 -16.270 -11.772
H 12.842 -15.730 -15.740
H 17.185 -16.737 -14.465
H 3.479 -22.654 -21.322
H 5.508 -19.777 -14.301
H 7.717 -14.157 -14.534
H 10.617 -21.972 -11.680
H 5.949 -16.264 -13.288
H 13.658 -20.699 -13.569
H 15.001 -12.209 -16.601
H 9.546 -14.394 -15.914
H 6.426 -22.494 -20.617
H 13.744 -16.411 -17.149
H 8.891 -20.282 -16.887
H 15.694 -14.926 -15.166
H 11.154 -20.578 -12.458
H 7.404 -14.123 -8.043
H 12.167 -20.002 -19.631
H 13.703 -15.971 -21.386
H 13.011 -14.271 -18.383
H 7.619 -18.497 -10.435
H 4.896 -18.492 -18.546
H 4.574 -23.870 -21.841
H 8.833 -21.150 -15.347
H 7.145 -12.524 -14.700
H 6.097 -16.313 -9.973
H 2.344 -15.637 -15.407
H 11.104 -16.036 -13.711
H 7.804 -21.600 -16.646
H 14.313 -14.301 -17.206
H 8.526 -16.119 -19.124
H 8.429 -14.764 -17.920
H 6.982 -20.093 -19.821
H 8.595 -20.836 -10.490
H 15.873 -14.247 -13.607
```

The largest force on an atom comes out at 5.1 eV/A. For the HOMO-LUMO gap, the calculation gives 8.80 eV. As for the multiplicity: 1. The net charge is 0. The calculation puts the total energy at -77993.7600 eV.

ORCA calculation (ωB97M-V/def2-TZVPD) on a 14-piece molecular cluster, C38H96O18 overall.

The geometry in XYZ format:
```
152
Properties=species:S:1:pos:R:3
O -5.775 0.634 1.137
O -1.470 3.008 1.438
O 8.416 2.515 -3.692
O 6.125 1.556 -1.796
O -2.449 -1.452 -0.935
O -0.072 -1.463 7.588
O -3.404 1.700 -0.020
O -6.569 0.151 -1.442
O 1.085 -0.271 3.388
O -1.723 -2.893 5.374
O 1.325 -3.775 -5.908
O -0.723 -0.885 -5.124
O 0.883 0.002 -0.601
O 0.838 -6.004 -1.970
O -3.128 -0.748 4.851
O -4.882 -1.945 -4.718
O 3.569 3.738 5.673
O 2.056 6.159 -0.717
C 0.953 1.208 0.172
C 1.086 -2.006 8.101
C 0.345 -4.782 -1.573
C 1.011 5.758 0.188
C 1.550 -4.239 -0.894
C -3.049 -0.663 3.445
C 4.802 1.205 -1.262
C -3.584 -2.365 -4.213
C -3.508 2.636 -1.124
C 6.286 1.382 -3.140
C -1.187 -2.270 7.648
C -3.352 -2.050 -0.079
C 4.328 4.706 4.957
C 2.655 -4.575 -1.892
C 3.093 6.778 0.029
C 1.136 -5.211 -6.119
C -5.937 -0.771 -2.295
C -5.674 -3.034 -5.200
C 0.491 -1.588 -5.367
C -6.229 1.756 1.798
C 0.598 -0.469 4.660
C 7.745 1.188 -3.544
C -1.884 -3.859 4.315
C -0.427 -0.280 -1.140
C -4.913 -4.242 -4.807
C 3.685 4.904 3.604
C 9.685 2.365 -4.278
C -1.305 -3.396 6.628
C -2.064 4.206 1.733
C 2.443 7.440 1.271
C -0.562 0.314 -4.477
C 2.739 3.719 3.470
C 3.026 2.862 4.664
C 1.146 6.667 1.403
C 2.119 -5.865 -2.533
C -1.377 -0.999 -0.162
C -3.956 -3.782 -3.732
C 0.140 -3.054 -5.532
H -2.614 3.258 -1.141
H 2.189 8.478 1.055
H -3.882 2.329 -2.101
H -2.387 -1.312 5.086
H 0.391 7.453 1.424
H 8.104 0.578 -2.715
H 1.711 4.073 3.391
H -2.731 -2.282 -4.886
H 4.558 1.762 -0.357
H -0.344 -3.545 -4.688
H 1.318 -3.177 -0.804
H 2.920 3.280 2.489
H 5.754 0.487 -3.464
H 1.188 4.721 0.477
H -0.607 -3.146 -6.321
H 5.392 4.474 4.914
H 0.301 -1.503 4.835
H 1.331 -0.130 5.391
H -5.676 -0.377 -3.277
H -1.446 0.529 -3.877
H 2.725 -3.750 -2.601
H 9.635 1.639 -5.090
H 0.675 2.137 -0.327
H 2.678 -6.765 -2.276
H -6.286 0.539 0.330
H 1.929 -1.453 7.688
H -0.922 0.636 -1.464
H -1.820 -0.266 0.513
H -6.512 -1.679 -2.472
H 3.790 2.139 4.376
H 4.353 5.623 5.545
H 0.579 -5.672 -5.303
H -2.067 -1.638 7.525
H -0.611 0.962 -5.352
H 3.037 7.520 2.181
H 3.960 1.434 -1.915
H 1.056 -1.077 -6.146
H -2.114 -3.503 3.311
H -2.102 2.474 0.952
H 4.601 0.172 -0.977
H -1.260 4.939 1.801
H -2.813 -4.342 4.618
H 1.230 -3.069 7.908
H 5.856 2.228 -3.677
H -2.060 -0.274 3.204
H -6.497 -2.944 -4.491
H 2.987 5.738 3.676
H -3.989 -2.736 -0.638
H 1.250 -1.516 -4.588
H 0.110 5.795 -0.423
H 0.036 -4.333 -2.517
H 0.344 0.392 -3.876
H 1.260 6.073 2.310
H -2.092 -4.092 6.918
H -7.297 1.880 1.977
H -3.727 0.093 3.047
H 0.579 1.154 1.195
H -3.126 -4.488 -3.770
H 2.055 -5.737 -6.380
H 4.411 5.138 2.826
H -5.822 2.603 1.246
H -1.262 -2.648 8.668
H 2.146 -5.819 -3.622
H -4.430 -3.690 -2.755
H -0.418 -4.916 -0.807
H -1.051 -4.555 4.416
H -2.806 4.557 1.015
H -5.629 -4.971 -4.426
H 2.259 2.186 5.041
H 10.329 2.155 -3.423
H -0.868 -1.738 0.456
H 1.779 -4.669 0.081
H -3.150 -1.783 -3.400
H -0.350 -0.881 -2.046
H -4.335 3.261 -0.785
H -0.332 -3.883 6.564
H -3.351 -1.570 2.922
H 1.974 -0.631 3.349
H -6.019 -3.049 -6.234
H -2.557 4.186 2.705
H 3.714 7.429 -0.585
H 2.005 1.334 0.428
H 3.618 5.880 0.354
H 1.093 -1.869 9.182
H 0.515 -5.257 -7.014
H -4.942 -0.972 -1.899
H -4.016 -1.302 0.354
H -7.272 0.524 -1.979
H -4.481 -4.590 -5.745
H 3.653 -4.668 -1.464
H -0.358 0.052 4.679
H -5.833 1.852 2.809
H 7.698 0.649 -4.490
H 10.080 3.300 -4.677
H -4.205 1.182 0.091
H -2.838 -2.630 0.687
```

The largest force on an atom comes out at 3.6 eV/A. For the HOMO-LUMO gap, the calculation gives 9.69 eV. The energy above the lowest of the compared OMol25 structures with the same formula, charge and spin comes out at 4.128 eV. As for the multiplicity: 1. The net charge is 0. The calculation puts the total energy at -77804.2530 eV.